Record 1
C40H55MnN3O3P2S as an isolated structure in a non-equilibrium geometry, computed with wB97M-V/def2-TZVPD.

## Properties
LUMO energy (alpha / beta): -0.53 / -0.06 eV
HOMO (alpha / beta): -0.24103 / -0.26124 Eh
net charge: 0
Kohn-Sham gap (alpha / beta): 6.0 / 7.0 eV
2S+1: 6
energy: -113714.233 eV

Cartesian coordinates (Å):
Mn  0.059  -0.265  1.308
C  -2.136  3.851  2.686
C  -2.551  2.730  1.733
C  -3.061  1.485  2.437
P  -1.361  2.369  0.297
C  -0.348  2.922  -1.247
C  -0.393  1.911  -2.367
C  -0.862  4.289  -1.727
C  -2.348  0.981  -0.390
C  -3.677  1.325  -0.695
C  -4.631  0.419  -1.112
C  -6.033  0.837  -1.460
C  -4.229  -0.915  -1.177
C  -2.927  -1.279  -0.927
C  -1.922  -0.344  -0.597
N  -0.582  -0.726  -0.479
C  -0.244  -1.986  -1.043
C  -0.400  -2.229  -2.409
C  -0.123  -3.473  -2.940
C  0.344  -4.519  -2.138
C  0.645  -5.865  -2.741
C  0.548  -4.267  -0.791
C  0.277  -3.015  -0.232
P  0.776  -2.453  1.412
C  0.654  -3.721  2.750
C  1.930  -4.563  2.805
C  -0.604  -4.585  2.685
C  3.851  -0.464  -0.044
C  6.072  0.394  0.977
C  3.080  -0.612  -1.353
H  -3.032  4.251  3.164
H  -1.634  4.672  2.173
H  -1.483  3.483  3.473
H  -3.365  3.151  1.129
H  -2.256  0.836  2.785
H  -3.727  0.900  1.808
H  -3.616  1.805  3.321
H  0.669  3.018  -0.874
H  -1.407  1.765  -2.742
H  0.006  0.946  -2.062
H  0.215  2.301  -3.188
H  -1.909  4.219  -2.034
H  -0.288  4.641  -2.586
H  -0.796  5.042  -0.939
H  -3.980  2.364  -0.601
H  -6.198  1.890  -1.234
H  -6.767  0.253  -0.901
H  -6.238  0.686  -2.522
H  -4.950  -1.682  -1.437
H  -2.648  -2.320  -1.015
H  -0.782  -1.435  -3.041
H  -0.276  -3.647  -4.000
H  -0.196  -6.224  -3.337
H  0.855  -6.605  -1.970
H  1.514  -5.811  -3.400
H  0.944  -5.058  -0.164
H  0.613  -3.103  3.653
H  2.075  -5.127  1.881
H  1.867  -5.280  3.628
H  2.812  -3.940  2.956
H  -0.594  -5.228  1.803
H  -1.503  -3.971  2.639
H  -0.670  -5.227  3.567
H  3.861  -1.423  0.485
H  5.609  1.266  1.438
H  7.099  0.647  0.716
H  6.100  -0.435  1.688
H  2.888  0.366  -1.800
H  2.127  -1.114  -1.192
H  3.663  -1.196  -2.066
O  -0.065  0.174  3.240
N  0.112  1.484  3.604
N  0.714  2.119  2.747
O  -0.075  1.777  1.003
C  1.020  3.473  3.045
C  1.286  4.345  1.997
C  1.626  5.663  2.264
C  1.724  6.115  3.573
C  1.495  5.230  4.619
C  1.147  3.912  4.363
H  1.257  3.978  0.982
H  1.829  6.336  1.440
H  1.994  7.143  3.778
H  1.585  5.566  5.645
H  0.966  3.219  5.172
C  7.889  0.194  -3.903
C  6.958  0.099  -2.736
C  6.827  -1.104  -1.998
C  6.036  -1.193  -0.903
C  5.316  -0.009  -0.311
C  5.358  1.168  -1.250
C  6.164  1.205  -2.337
S  2.809  0.601  1.021
C  3.368  0.177  2.688
O  3.158  2.028  0.763
H  8.020  -0.774  -4.388
H  8.882  0.536  -3.592
H  7.522  0.905  -4.645
H  7.362  -1.985  -2.339
H  5.935  -2.138  -0.378
H  4.747  2.020  -0.982
H  6.192  2.106  -2.941
H  3.868  1.061  3.079
H  4.035  -0.679  2.686
H  2.476  -0.039  3.276

Record 2
A 4-piece molecular cluster, C40H57BBr2Cl2N4O6 overall in a non-equilibrium geometry, computed with wB97M-V/def2-TZVPD.

## Properties
SMILES: CCOC[C@H](Cc1cccc(C)c1)O[C@](CN)([C@H](Br)[C@@H](C)Br)[C@](COO)(OCB(O)CC)[C@H](Cl)[C@H](C)Cl.c1ccncc1.c1ccncc1.c1ccncc1
LUMO energy: 0.36 eV
HOMO: -0.30833 Eh
net charge: 0
Kohn-Sham gap: 8.7 eV
energy: -226451.966 eV

Cartesian coordinates (Å):
C  0.976  4.064  4.531
C  0.200  3.133  3.574
O  1.015  2.143  2.989
C  1.848  2.610  1.952
C  1.642  1.891  0.618
C  0.150  2.046  0.196
C  -0.702  0.813  0.377
C  -0.858  0.159  1.599
C  -1.637  -1.001  1.706
C  -2.276  -1.531  0.587
C  -2.152  -0.882  -0.641
C  -2.835  -1.467  -1.849
C  -1.375  0.282  -0.729
O  1.939  0.524  0.473
C  3.091  -0.234  0.795
C  2.879  -0.842  2.193
N  3.171  0.045  3.332
C  4.520  0.359  0.575
Br  5.926  -0.547  1.633
C  4.748  1.888  0.669
C  5.561  2.445  1.840
Br  5.750  2.461  -0.948
C  2.972  -1.443  -0.228
C  1.680  -2.217  -0.031
O  1.549  -3.171  -1.077
O  0.155  -3.345  -1.299
O  4.138  -2.248  -0.174
C  4.083  -3.538  0.431
B  5.577  -4.055  0.716
O  6.296  -4.561  -0.366
C  6.267  -4.062  2.129
C  5.323  -4.100  3.341
C  2.997  -0.895  -1.720
Cl  1.409  -0.345  -2.308
C  3.699  -1.965  -2.643
C  5.170  -1.623  -2.790
Cl  3.035  -1.967  -4.343
H  0.493  4.059  5.501
H  0.990  5.073  4.133
H  1.980  3.672  4.658
H  -0.539  2.589  4.157
H  -0.359  3.707  2.833
H  2.887  2.646  2.280
H  1.590  3.652  1.744
H  2.194  2.483  -0.118
H  0.141  2.282  -0.865
H  -0.279  2.908  0.697
H  -0.367  0.528  2.487
H  -1.711  -1.485  2.668
H  -2.848  -2.441  0.697
H  -2.512  -0.991  -2.770
H  -2.520  -2.509  -1.914
H  -3.911  -1.451  -1.722
H  -1.277  0.757  -1.697
H  1.831  -1.114  2.280
H  3.455  -1.757  2.302
H  3.678  0.873  3.062
H  3.769  -0.438  3.988
H  4.860  0.066  -0.403
H  3.871  2.501  0.590
H  6.624  2.343  1.683
H  5.371  3.519  1.858
H  5.250  2.060  2.806
H  1.635  -2.747  0.919
H  0.813  -1.566  -0.034
H  0.115  -3.349  -2.263
H  3.631  -4.245  -0.273
H  3.499  -3.598  1.347
H  6.114  -5.499  -0.473
H  6.948  -3.220  2.242
H  6.905  -4.948  2.165
H  4.377  -4.598  3.135
H  5.082  -3.097  3.687
H  5.767  -4.615  4.188
H  3.625  -0.014  -1.796
H  3.504  -2.967  -2.306
H  5.591  -1.429  -1.808
H  5.242  -0.692  -3.350
H  5.718  -2.385  -3.329
C  -8.806  -1.116  -0.829
C  -7.834  -1.748  -0.071
C  -6.513  -1.360  -0.237
N  -6.122  -0.414  -1.089
C  -7.069  0.182  -1.811
C  -8.417  -0.129  -1.719
H  -9.850  -1.386  -0.730
H  -8.092  -2.525  0.636
H  -5.721  -1.827  0.340
H  -6.722  0.948  -2.497
H  -9.142  0.390  -2.330
C  3.063  2.334  -5.775
C  2.952  1.811  -4.497
C  3.184  2.654  -3.422
N  3.504  3.940  -3.544
C  3.607  4.426  -4.779
C  3.397  3.670  -5.923
H  2.890  1.708  -6.641
H  2.690  0.775  -4.339
H  3.104  2.289  -2.404
H  3.871  5.476  -4.850
H  3.493  4.119  -6.902
C  -12.799  1.999  1.262
C  -13.119  0.688  1.575
C  -12.867  -0.294  0.630
N  -12.335  -0.050  -0.567
C  -12.036  1.216  -0.851
C  -12.245  2.272  0.022
H  -12.979  2.796  1.973
H  -13.554  0.430  2.530
H  -13.100  -1.333  0.836
H  -11.607  1.388  -1.833
H  -11.979  3.281  -0.263

Record 3
C40H57Br4N2O11P2Ta as an isolated structure in a non-equilibrium geometry, computed with wB97M-V/def2-TZVPD.

## Properties
energy above the lowest of the compared OMol25 structures with the same formula, charge and spin: 126.6 kJ/mol
LUMO energy: -1.57 eV
HOMO: -0.27837 Eh
net charge: 0
Kohn-Sham gap: 6.0 eV
energy: -368219.321 eV

Cartesian coordinates (Å):
Ta  0.636  1.665  -1.457
C  -2.175  -3.780  4.167
C  -0.843  -3.134  4.571
C  0.308  -4.081  4.216
C  -0.840  -2.937  6.090
C  -0.694  -1.818  3.799
C  -0.446  -1.817  2.485
C  -0.300  -0.573  1.726
N  -0.277  -0.457  0.459
C  -0.564  -1.497  -0.430
C  -1.319  -2.623  -0.113
C  -1.509  -3.641  -1.032
C  -0.911  -3.495  -2.282
C  -0.207  -2.358  -2.677
C  -0.098  -1.326  -1.744
O  0.467  -0.148  -2.069
C  0.358  -2.208  -4.083
C  -0.389  -1.071  -4.794
C  0.172  -3.470  -4.932
C  1.868  -1.958  -3.991
C  -2.346  -4.859  -0.641
C  -2.423  -5.895  -1.763
C  -3.771  -4.405  -0.301
C  -1.721  -5.527  0.592
C  -0.145  0.704  2.535
O  0.353  1.710  2.050
C  -0.625  0.672  3.944
C  -0.868  -0.533  4.486
C  -0.800  1.987  4.701
C  -1.855  2.839  3.984
C  0.518  2.779  4.771
C  -1.272  1.741  6.135
H  -2.317  -4.723  4.697
H  -2.202  -3.985  3.095
H  -3.015  -3.127  4.404
H  0.211  -5.008  4.782
H  1.272  -3.633  4.455
H  0.311  -4.343  3.159
H  -0.880  -3.913  6.574
H  -1.703  -2.371  6.436
H  0.064  -2.432  6.435
H  -0.301  -2.744  1.951
H  -1.800  -2.671  0.854
H  -1.020  -4.294  -2.996
H  -1.430  -1.359  -4.946
H  0.057  -0.881  -5.772
H  -0.381  -0.139  -4.230
H  -0.878  -3.700  -5.111
H  0.647  -4.342  -4.483
H  0.638  -3.305  -5.904
H  2.125  -1.129  -3.333
H  2.274  -1.748  -4.982
H  2.364  -2.851  -3.607
H  -2.901  -5.492  -2.656
H  -3.016  -6.746  -1.426
H  -1.437  -6.267  -2.041
H  -4.239  -3.922  -1.159
H  -3.780  -3.695  0.525
H  -4.383  -5.260  -0.012
H  -0.689  -5.818  0.395
H  -2.283  -6.421  0.868
H  -1.722  -4.855  1.453
H  -1.178  -0.574  5.515
H  -1.579  3.037  2.951
H  -1.969  3.794  4.497
H  -2.823  2.337  3.986
H  0.678  3.338  3.853
H  1.374  2.126  4.950
H  0.469  3.495  5.591
H  -2.230  1.221  6.165
H  -1.408  2.702  6.631
H  -0.549  1.166  6.715
N  2.619  3.283  1.718
C  3.160  3.383  0.300
C  4.469  4.153  0.314
P  1.796  4.391  -0.519
O  1.571  5.390  0.748
O  2.098  5.186  -1.705
O  0.602  3.406  -0.439
P  3.477  1.568  -0.100
O  4.042  1.211  1.394
O  4.510  1.213  -1.072
O  2.052  0.981  -0.121
H  2.424  4.226  2.066
H  3.303  2.793  2.301
H  1.721  2.739  1.738
H  4.323  5.182  0.647
H  4.865  4.173  -0.699
H  5.204  3.664  0.955
H  1.410  6.274  0.416
H  4.775  0.602  1.296
Br  -5.875  4.178  -1.088
C  -4.172  3.679  -1.727
C  -3.685  4.188  -2.924
Br  -4.709  5.398  -3.945
C  -2.418  3.805  -3.384
Br  -1.657  4.447  -4.985
C  -1.670  2.915  -2.644
O  -0.432  2.507  -2.950
C  -2.156  2.401  -1.438
O  -1.310  1.592  -0.817
C  -3.398  2.786  -0.977
Br  -3.969  2.028  0.657
C  3.996  1.818  -3.940
C  2.599  2.413  -3.900
C  1.688  1.678  -4.865
C  2.623  3.893  -4.231
O  2.099  2.241  -2.537
H  4.371  1.913  -4.960
H  3.994  0.767  -3.657
H  4.675  2.338  -3.269
H  2.143  1.710  -5.857
H  0.700  2.128  -4.915
H  1.589  0.638  -4.580
H  2.976  3.990  -5.260
H  3.294  4.441  -3.577
H  1.632  4.335  -4.151

Record 4
C40H58BBrCl3GeN6OS3SiTi as an isolated structure in a non-equilibrium geometry, computed with wB97M-V/def2-TZVPD.

## Properties
energy above the lowest of the compared OMol25 structures with the same formula, charge and spin: 213.3 kJ/mol
LUMO energy (alpha / beta): -6.06 / -7.36 eV
HOMO (alpha / beta): -0.47634 / -0.47754 Eh
net charge: +2
Kohn-Sham gap (alpha / beta): 6.9 / 5.6 eV
2S+1: 2
energy: -281704.625 eV

Cartesian coordinates (Å):
Ti  0.515  -1.744  -0.873
C  -1.348  1.847  -1.035
C  -1.973  0.525  -1.364
C  -3.301  0.297  -1.762
C  -3.358  -1.016  -2.176
C  -4.526  -1.820  -2.650
N  -2.117  -1.538  -2.048
N  -1.284  -0.597  -1.496
B  -1.441  -2.494  -3.117
N  -0.212  -1.699  -3.671
N  0.756  -1.211  -2.826
C  1.402  -0.216  -3.457
C  2.461  0.611  -2.805
C  0.861  -0.076  -4.727
C  -0.160  -1.012  -4.824
C  -1.092  -1.261  -5.964
N  -0.937  -3.754  -2.448
N  0.147  -3.671  -1.602
C  0.440  -4.957  -1.249
C  1.596  -5.374  -0.421
C  -0.475  -5.806  -1.839
C  -1.329  -5.013  -2.594
C  -2.493  -5.412  -3.443
H  -2.017  2.645  -1.363
H  -0.399  1.953  -1.561
H  -1.144  1.971  0.030
H  -4.114  1.016  -1.754
H  -5.379  -1.170  -2.835
H  -4.811  -2.550  -1.888
H  -4.298  -2.370  -3.567
H  -2.203  -2.748  -4.004
H  2.526  0.403  -1.743
H  2.227  1.669  -2.935
H  3.438  0.425  -3.259
H  1.174  0.626  -5.490
H  -0.754  -0.711  -6.841
H  -2.103  -0.929  -5.719
H  -1.140  -2.323  -6.213
H  2.521  -4.972  -0.817
H  1.663  -6.461  -0.421
H  1.491  -5.053  0.605
H  -0.497  -6.886  -1.748
H  -2.610  -6.492  -3.414
H  -2.354  -5.106  -4.482
H  -3.417  -4.955  -3.081
Cl  0.528  -1.181  4.270
Ge  0.877  -2.304  2.463
Cl  -0.952  -2.493  0.922
Cl  0.553  -4.310  3.244
O  2.101  -2.164  -0.264
C  3.600  -2.088  -0.133
C  4.200  -3.461  0.219
C  3.973  -4.285  1.284
C  4.777  -5.458  1.285
C  5.615  -5.497  0.215
S  5.422  -4.137  -0.783
C  3.873  -1.055  0.956
C  3.953  0.295  0.847
C  4.063  0.968  2.106
C  4.042  0.109  3.154
S  3.969  -1.512  2.625
C  4.150  -1.689  -1.505
C  3.713  -2.200  -2.690
C  4.506  -1.797  -3.804
C  5.545  -1.003  -3.428
S  5.553  -0.724  -1.744
H  3.243  -4.115  2.058
H  4.729  -6.226  2.051
H  6.344  -6.260  -0.034
H  3.910  0.828  -0.093
H  4.146  2.048  2.203
H  4.116  0.329  4.216
H  2.873  -2.879  -2.766
H  4.319  -2.102  -4.832
H  6.308  -0.546  -4.051
C  -1.644  1.289  4.130
C  -2.516  2.554  3.989
C  -3.963  2.125  3.702
C  -2.472  3.360  5.309
Si  -1.831  3.666  2.683
Br  0.733  0.282  0.824
C  -0.056  4.177  2.744
C  0.766  3.259  3.667
C  0.607  4.171  1.350
C  -0.079  5.609  3.323
C  -2.999  4.524  1.529
C  -3.783  5.519  2.422
C  -2.261  5.319  0.440
C  -3.982  3.538  0.847
H  -2.145  0.617  4.840
H  -0.654  1.511  4.524
H  -1.521  0.742  3.188
H  -4.297  1.509  4.545
H  -4.047  1.517  2.796
H  -4.651  2.971  3.627
H  -2.840  2.708  6.111
H  -3.116  4.248  5.284
H  -1.457  3.677  5.582
H  0.827  2.233  3.282
H  0.380  3.233  4.690
H  1.787  3.659  3.714
H  0.584  3.176  0.884
H  1.663  4.447  1.485
H  0.165  4.894  0.663
H  -0.499  5.649  4.336
H  -0.635  6.315  2.692
H  0.957  5.965  3.379
H  -3.140  6.304  2.839
H  -4.309  5.029  3.251
H  -4.539  6.007  1.795
H  -1.580  6.066  0.858
H  -3.009  5.859  -0.151
H  -1.698  4.675  -0.243
H  -4.831  3.304  1.488
H  -3.524  2.589  0.538
H  -4.374  4.022  -0.056

Values of molar mass, in order: 774.85; 931.44; 1304.41; 1080.78, all in g/mol.